Density functional theory data (wB97M-V/def2-TZVPD) for 2 unconnected molecules or ions with the total composition C3Cl3PS at a distorted geometry.

ORCA input file:
```
! RIJCOSX wB97M-V def2-TZVPD def2/J DEFGRID3
* xyz 0 1
C -0.9716 0.6748 0.0095
C -0.9295 -0.6863 -0.0026
C 1.3476 0.1215 0.1550
P 0.5752 1.6073 0.0790
S 0.6620 -1.4034 0.0813
Cl -2.4543 1.5338 -0.0854
Cl -2.2856 -1.7194 -0.0849
Cl 4.0563 -0.1283 -0.1518
*
```

ΔE to the lowest compared entry with this formula, charge and spin (kJ/mol): 172.7
Kohn-Sham gap (spin up / spin down) (eV): 6.790 / 6.837
Molar mass (g/mol): 205.43


Density functional theory data (wB97M-V/def2-TZVPD) for C5H10O in the gas phase.

ORCA input file:
```
! RIJCOSX wB97M-V def2-TZVPD def2/J DEFGRID3
* xyz 0 1
C -2.1745 0.0971 0.2849
C -0.9749 -0.4610 -0.4583
C 0.1951 -0.8948 0.4312
C 1.0542 -0.1031 -0.5537
C 1.9875 0.9448 0.0016
O -0.1248 0.4826 -1.1486
H -2.6770 -0.7395 0.7890
H -1.8602 0.8032 1.0614
H -2.9095 0.5851 -0.3620
H -1.2959 -1.2247 -1.1814
H 0.3925 -1.9594 0.5617
H 0.1553 -0.3949 1.4054
H 1.5847 -0.7622 -1.2601
H 2.4134 1.5473 -0.8065
H 1.4301 1.6049 0.6741
H 2.8043 0.4748 0.5613
*
```

ΔE to the lowest compared entry with this formula, charge and spin (kJ/mol): 90.8
Kohn-Sham gap (eV): 10.758
SMILES: C[C@@H]1C[C@H](C)O1
Molar mass (g/mol): 86.13


Density functional theory data (wB97M-V/def2-TZVPD) for 2 unconnected molecules or ions with the total composition C6H16 at a distorted geometry.

ORCA input file:
```
! RIJCOSX wB97M-V def2-TZVPD def2/J DEFGRID3
* xyz 0 1
C -0.4291 -0.4314 1.9950
C 0.9457 -0.0170 1.5269
C 1.7730 0.8242 2.5657
H -1.1947 -0.5031 1.1992
H -0.4552 -1.3808 2.5354
H -0.7482 0.2619 2.7832
H 1.0042 0.4241 0.5737
H 1.5297 -0.9342 1.2904
H 1.3109 1.7648 2.8897
H 2.7175 1.0968 2.1085
H 2.0372 0.1999 3.4258
C -0.6159 -1.3724 -2.3717
C -1.3815 -0.0410 -2.1485
C -0.4395 1.1554 -1.8564
H -1.0380 -2.1741 -1.8083
H 0.4857 -1.1581 -2.1743
H -0.6392 -1.8268 -3.3745
H -2.3227 0.2534 -2.6922
H -1.8112 -0.3936 -1.1963
H 0.1690 0.8332 -1.0288
H 0.2087 1.4426 -2.6852
H -1.1062 1.9761 -1.5571
*
```

ΔE to the lowest compared entry with this formula, charge and spin (kJ/mol): 115.2
Kohn-Sham gap (eV): 11.834
SMILES: CCC.CCC
Molar mass (g/mol): 88.19


Density functional theory data (wB97M-V/def2-TZVPD) for 10 unconnected molecules or ions with the total composition C60H53N7O14 at a distorted geometry.

ORCA input file:
```
! RIJCOSX wB97M-V def2-TZVPD def2/J DEFGRID3
* xyz 0 1
O 3.7749 4.2033 -0.0827
N 3.5967 4.8816 0.9458
O 4.3920 4.9127 1.8608
C 2.2546 5.5438 1.1615
C 1.4280 5.4397 0.0912
C 0.2984 6.2631 0.0569
C 0.0269 7.1688 1.0699
C 0.8018 7.1243 2.1721
C 1.9818 6.3685 2.2453
H 1.6821 4.8386 -0.7845
H -0.2572 6.3138 -0.8393
H -0.8641 7.8159 1.0396
H 0.6626 7.8874 2.9615
H 2.6335 6.2286 3.1049
O 1.4633 -3.3853 -2.6581
N 0.7221 -2.9293 -3.5069
O 0.8966 -1.8102 -4.0220
C -0.4274 -3.7540 -4.0082
C -1.3715 -3.1633 -4.8592
C -2.3972 -3.9410 -5.3735
C -2.5080 -5.2490 -4.9894
C -1.6969 -5.7738 -4.0203
C -0.6126 -5.0324 -3.5633
H -1.1171 -2.1461 -5.0072
H -3.0051 -3.5821 -6.2183
H -3.3668 -5.8228 -5.3625
H -1.7317 -6.8172 -3.6935
H 0.0726 -5.4902 -2.7704
O 0.7007 1.6285 3.3743
N 0.6592 0.4252 3.6329
O -0.4080 -0.1548 3.6881
C 1.9026 -0.3179 3.6477
C 1.9238 -1.6936 3.6334
C 3.0869 -2.4167 3.4532
C 4.3268 -1.6978 3.4018
C 4.2950 -0.3009 3.5202
C 3.0959 0.4159 3.5910
H 0.9194 -2.1877 3.6789
H 3.1428 -3.5137 3.4232
H 5.3104 -2.0801 3.2745
H 5.2510 0.1566 3.5506
H 3.0358 1.4946 3.5057
O 2.5268 8.9988 -4.8112
N 2.2136 8.0070 -5.3951
O 2.8652 7.4948 -6.3261
C 0.9621 7.3422 -4.9435
C -0.0038 8.1495 -4.3580
C -1.1899 7.5720 -3.8769
C -1.2854 6.1513 -3.8735
C -0.2274 5.3859 -4.2671
C 0.8680 5.9717 -4.8753
H 0.1178 9.2601 -4.4389
H -2.0625 8.1944 -3.6714
H -2.1247 5.5850 -3.3928
H -0.2854 4.2777 -4.2811
H 1.6788 5.3634 -5.3274
O -1.8159 -5.3591 -0.5062
N -2.9923 -5.3983 -0.6185
O -3.7010 -6.3492 -0.4537
C -3.6308 -4.0921 -1.0583
C -2.8104 -3.1320 -1.5734
C -3.4494 -1.9909 -2.0895
C -4.7575 -1.7370 -1.8820
C -5.5606 -2.7469 -1.3586
C -4.9693 -3.9201 -0.8945
H -1.7391 -3.2666 -1.5778
H -2.8552 -1.1617 -2.4876
H -5.1601 -0.8324 -2.3159
H -6.6237 -2.6326 -1.0586
H -5.6558 -4.5882 -0.3756
O -4.8372 0.0442 3.6542
N -4.0189 0.7809 4.1550
O -3.4463 0.5764 5.1821
C -3.7107 2.0787 3.4356
C -4.4510 2.4111 2.3283
C -4.1259 3.5440 1.6383
C -3.2050 4.4205 2.1677
C -2.3746 3.9610 3.1976
C -2.6172 2.7924 3.8839
H -5.2554 1.8191 1.8876
H -4.6834 3.8327 0.7468
H -2.9039 5.3365 1.6908
H -1.5443 4.5894 3.4675
H -1.9966 2.3989 4.6965
O -3.1465 2.7283 -1.1181
N -2.0727 2.3750 -1.5946
O -1.4829 2.9262 -2.4984
C -1.4983 1.1344 -0.9642
C -0.1885 0.7369 -1.3594
C 0.4438 -0.2649 -0.6660
C -0.2482 -0.8191 0.3997
C -1.4943 -0.4028 0.7401
C -2.1948 0.5539 0.0798
H 0.2713 1.3469 -2.1244
H 1.4594 -0.6002 -1.0201
H 0.1173 -1.6181 1.0604
H -1.9532 -0.8027 1.6388
H -3.1263 0.9011 0.5135
C 5.0517 1.9068 -2.0110
C 5.7652 2.2194 -0.8801
C 5.8039 1.1837 0.0894
C 5.0440 -0.0114 -0.0840
C 4.2296 -0.1863 -1.1777
C 4.2114 0.7869 -2.1414
H 4.8518 2.7432 -2.7411
H 6.3925 3.1145 -0.7851
H 6.4400 1.2047 0.9820
H 5.0183 -0.7531 0.7303
H 3.6849 -1.0741 -1.2788
H 3.5831 0.6687 -3.0391
C 2.0358 -7.5557 0.8999
C 3.0093 -6.9742 1.7095
C 3.2415 -5.5909 1.7547
C 2.4451 -4.7843 0.8678
C 1.5437 -5.3710 0.0630
C 1.2709 -6.7110 0.1318
H 1.8227 -8.6539 0.8619
H 3.6858 -7.6213 2.2838
H 3.8521 -5.0767 2.4448
H 2.3905 -3.6812 0.9654
H 0.8632 -4.6933 -0.5078
H 0.3766 -7.0470 -0.3977
C -1.5077 -3.3523 4.6958
C -0.5687 -4.4317 4.8352
C -0.3710 -5.3385 3.8209
C -1.0653 -5.1896 2.5925
C -1.9372 -4.1198 2.4647
C -2.1842 -3.2184 3.5015
H -1.6867 -2.5363 5.4902
H 0.0463 -4.6633 5.7208
H 0.2484 -6.1577 4.0354
H -0.9479 -5.8922 1.7988
H -2.4123 -3.9508 1.4841
H -2.8497 -2.3695 3.3638
*
```

Kohn-Sham gap (eV): 8.122
SMILES: O=[N+]([O-])c1ccccc1.O=[N+]([O-])c1ccccc1.O=[N+]([O-])c1ccccc1.O=[N+]([O-])c1ccccc1.O=[N+]([O-])c1ccccc1.O=[N+]([O-])c1ccccc1.O=[N+]([O-])c1ccccc1.c1ccccc1.c1ccccc1.c1ccccc1
Molar mass (g/mol): 1096.12


Density functional theory data (wB97M-V/def2-TZVPD) for a molecular structure, C43H39N5O6P2Sr at a distorted geometry.

ORCA input file:
```
! RIJCOSX wB97M-V def2-TZVPD def2/J DEFGRID3
* xyz 0 1
Sr 0.1815 -19.2575 11.2683
O 6.6822 -18.7782 11.1554
C 5.3428 -18.8174 11.3656
C 4.6551 -18.0018 12.3065
C 3.3144 -18.3629 12.4184
N 2.6733 -19.2073 11.6160
C 3.3330 -20.0442 10.8137
C 4.7403 -19.8894 10.7839
C 2.5643 -20.9684 9.9146
O 3.1196 -21.8981 9.3495
O 1.3535 -20.6562 9.7653
C 2.2946 -17.5557 13.3540
O 2.7634 -16.4708 13.7881
O 1.0688 -18.0013 13.2922
H 7.1542 -18.1797 11.7795
H 5.0480 -17.1816 12.9111
H 5.3704 -20.4848 10.1489
C 2.7269 -19.7819 15.3937
C 1.8579 -20.5367 16.3159
P 0.0612 -20.1870 16.0660
C -0.7238 -21.3655 17.2457
C -1.9631 -20.9598 17.6281
C -2.7244 -21.7295 18.5497
C -2.2513 -22.9047 19.1037
C -0.8799 -23.2454 18.8116
C -0.1717 -22.5268 17.8743
C -0.3327 -21.0691 14.5555
C -1.5837 -20.9228 13.9901
C -1.9041 -21.4768 12.7143
C -0.9336 -22.2634 12.1097
C 0.2703 -22.5516 12.7545
C 0.6222 -21.9055 13.9252
P 4.5156 -20.3153 15.1919
C 5.0593 -20.5937 16.9169
C 4.5058 -19.8815 17.9957
C 4.9333 -20.1185 19.2569
C 5.9173 -21.1043 19.5584
C 6.5152 -21.8226 18.5300
C 6.0858 -21.5436 17.2141
C 4.2097 -22.0725 14.6801
C 4.0921 -22.3599 13.3092
C 3.6916 -23.6467 12.8680
C 3.3839 -24.6510 13.8458
C 3.6146 -24.3912 15.1798
C 3.9977 -23.1109 15.5791
H 2.7823 -18.7110 15.5800
H 2.4315 -19.7748 14.3667
H 2.2202 -20.2177 17.3224
H 2.0963 -21.6044 16.1655
H -2.4959 -20.0774 17.2968
H -3.6990 -21.3751 18.8663
H -2.8855 -23.4060 19.8430
H -0.3694 -24.0926 19.2676
H 0.7830 -22.8730 17.5166
H -2.3146 -20.3484 14.5069
H -2.8170 -21.3316 12.1760
H -1.1898 -22.7698 11.1921
H 0.9169 -23.2813 12.3571
H 1.5697 -22.1361 14.3346
H 3.7486 -19.0422 17.9165
H 4.5843 -19.4937 20.0815
H 6.0435 -21.3942 20.5646
H 7.1927 -22.7096 18.7013
H 6.5523 -22.0300 16.3485
H 4.4162 -21.5637 12.6291
H 3.7593 -23.8092 11.7890
H 2.9850 -25.6020 13.4587
H 3.3582 -25.0964 15.9523
H 4.1010 -22.9156 16.6190
N -4.8770 -18.7205 8.2344
C -4.9330 -19.7582 9.1164
N -6.0977 -20.4343 9.0445
N -3.9532 -20.1366 9.9041
C -2.8337 -19.4135 9.7946
N -1.8681 -18.7629 9.6902
H -5.6754 -18.5247 7.6559
H -4.0130 -18.2922 8.0934
H -6.8315 -20.2502 8.3683
H -6.3647 -21.1475 9.6885
C 1.8483 -14.9524 10.9113
C 0.5718 -15.7021 11.2402
O 0.4262 -16.8486 10.8094
C -0.3994 -15.0148 12.0793
C 0.0069 -14.2815 13.1869
C -0.9112 -13.5552 13.9150
C -2.1985 -13.3336 13.4434
C -2.5919 -14.0048 12.2852
C -1.7232 -14.8744 11.6261
H 2.7180 -15.4594 11.2607
H 1.7709 -13.9352 11.2875
H 1.8899 -14.9539 9.8183
H 0.9847 -14.3771 13.6434
H -0.5370 -13.0503 14.8140
H -2.8849 -12.7704 14.0417
H -3.6297 -13.9411 11.9198
H -2.0115 -15.3317 10.6704
*
```

ΔE to the lowest compared entry with this formula, charge and spin (kJ/mol): 125.5
Kohn-Sham gap (eV): 7.493
Molar mass (g/mol): 871.38


Number 1: total energy -60798.2351 eV. Number 2: total energy -7393.8240 eV. Number 3: total energy -6480.4637 eV. Number 4: total energy -102153.5517 eV. Number 5: total energy -84376.0792 eV.